86
Properties=species:S:1:pos:R:3:forces:R:3:lowdin_charge:R:1 method="wB97M-V/def2-TZVPD" e_homo_ev=-5.133 total_charge=-1 de_lowest_kj_mol=0.0
C 3.760 -1.276 0.930 -0.1 0.6 0.2 -0.094
O 4.735 -0.398 1.499 0.2 0.0 -0.1 -0.212
C 4.179 0.469 2.475 0.3 -0.5 0.1 -0.242
C 3.497 -0.285 3.646 -0.7 1.1 -0.9 -0.161
C 1.958 -0.118 3.564 0.2 -1.2 0.8 -0.214
C 1.205 -1.425 3.869 -0.6 0.6 0.7 -0.200
C -0.283 -1.102 4.181 0.0 -0.6 -0.8 -0.194
C -1.256 -1.954 3.311 0.1 1.3 0.1 -0.186
C -2.149 -0.996 2.515 -0.4 -0.5 0.0 -0.233
C -3.105 -1.702 1.551 -0.7 0.5 0.4 -0.238
C -3.754 -0.662 0.597 0.5 -0.5 -0.1 -0.213
Si -2.788 -0.397 -0.999 -0.9 0.3 0.1 0.507
C -1.256 0.685 -0.817 0.1 0.2 -0.4 -0.225
C -0.802 1.253 -2.191 -0.2 0.4 0.7 -0.274
C 0.526 2.012 -2.148 0.0 -0.6 -0.6 -0.171
C 1.732 1.076 -1.930 -0.3 1.2 -0.2 -0.113
N 2.968 1.776 -2.316 -1.2 -1.3 1.6 -0.125
C 3.277 2.312 -3.507 -0.2 0.2 -0.7 -0.125
C 4.521 2.882 -3.413 -0.2 -0.1 -0.1 -0.104
C 4.943 2.636 -2.092 1.5 0.7 0.5 -0.124
C 3.975 1.958 -1.414 0.1 0.3 -0.8 -0.084
C -4.003 0.550 -2.155 0.5 -0.3 0.6 -0.122
C -4.751 1.701 -1.507 -0.9 0.2 -1.2 -0.380
O -5.950 1.830 -1.716 0.6 -0.2 0.5 0.076
C -4.096 2.742 -0.628 -0.2 -0.7 -0.3 -0.178
C -3.118 3.612 -1.028 0.5 -0.1 -1.3 -0.057
C -2.580 4.529 -0.160 0.5 0.2 -0.7 -0.085
C -3.027 4.578 1.127 0.5 1.0 1.0 -0.095
C -4.034 3.745 1.550 0.0 0.2 0.6 -0.072
C -4.549 2.845 0.665 -1.2 -1.0 0.4 -0.054
O -2.519 -1.880 -1.727 0.9 0.6 0.2 -0.272
Si -0.911 -2.396 -1.759 0.0 -0.9 -0.1 0.662
C -0.683 -3.861 -2.975 0.1 0.7 0.6 -0.191
O 0.543 -3.598 -3.734 0.2 -0.1 0.3 -0.113
C 1.596 -4.324 -3.236 0.5 -1.7 -0.7 -0.522
C 2.397 -3.798 -2.073 0.0 0.8 0.2 0.014
O 1.868 -5.404 -3.727 -0.3 1.2 0.3 0.096
C -0.204 -2.928 -0.073 0.5 -0.1 1.4 -0.783
O -0.436 -4.043 0.448 -0.4 0.0 -0.8 -0.086
O 0.548 -2.055 0.451 0.0 0.6 -0.4 -0.124
H 2.784 -0.778 0.899 0.0 -0.2 -0.1 0.062
H 4.063 -1.494 -0.094 0.1 -0.1 0.1 0.085
H 3.663 -2.189 1.521 -0.1 0.0 -0.2 0.089
H 3.478 1.140 1.956 -0.1 0.0 0.3 0.104
H 4.992 1.082 2.872 0.1 -0.1 -0.3 0.112
H 3.840 0.175 4.575 0.1 -0.3 0.1 0.101
H 3.766 -1.340 3.628 0.2 0.1 0.0 0.106
H 1.623 0.198 2.574 0.1 0.2 0.1 0.099
H 1.649 0.611 4.319 -0.1 0.2 -0.3 0.105
H 1.248 -2.090 3.005 0.2 0.0 0.1 0.094
H 1.626 -1.913 4.755 0.3 -0.1 -0.2 0.106
H -0.431 -0.044 3.939 -0.2 -0.1 0.1 0.087
H -0.546 -1.213 5.238 0.3 0.0 0.0 0.099
H -1.896 -2.548 3.969 0.1 -0.3 -0.3 0.108
H -0.684 -2.557 2.605 -0.2 -0.3 0.2 0.079
H -2.772 -0.449 3.239 0.1 0.2 -0.1 0.114
H -1.569 -0.240 1.974 0.2 -0.2 0.0 0.102
H -2.653 -2.554 1.038 0.2 0.2 -0.1 0.091
H -3.919 -2.113 2.163 0.1 -0.2 -0.1 0.106
H -3.818 0.288 1.138 -0.1 0.0 -0.1 0.061
H -4.777 -0.964 0.340 0.1 0.1 -0.1 0.085
H -1.576 1.564 -0.240 0.0 -0.2 0.2 0.076
H -0.440 0.228 -0.244 -0.1 -0.2 -0.2 0.061
H -1.576 1.968 -2.481 0.1 -0.1 -0.2 0.065
H -0.774 0.491 -2.973 0.1 0.0 0.1 0.090
H 0.638 2.504 -3.120 0.1 0.0 0.1 0.099
H 0.541 2.812 -1.401 -0.1 -0.1 0.1 0.120
H 1.607 0.139 -2.474 0.1 0.0 0.0 0.114
H 1.814 0.885 -0.862 0.1 -0.4 -0.1 0.113
H 2.567 2.273 -4.317 0.1 0.0 -0.1 0.114
H 5.035 3.401 -4.203 0.1 0.0 0.0 0.083
H 5.883 2.952 -1.661 0.0 0.0 0.0 0.088
H 3.946 1.604 -0.401 -0.1 -0.2 0.0 0.102
H -3.493 0.854 -3.075 0.1 0.2 0.2 0.089
H -4.738 -0.199 -2.463 -0.2 0.2 0.0 0.089
H -2.739 3.587 -2.044 -0.1 0.0 0.0 0.115
H -1.792 5.174 -0.526 0.0 0.1 0.2 0.109
H -2.576 5.298 1.802 -0.1 -0.1 0.1 0.105
H -4.411 3.793 2.562 0.0 0.0 0.0 0.108
H -5.347 2.177 0.971 0.0 0.0 0.1 0.125
H -0.023 -1.339 -2.271 -0.2 0.1 -0.2 0.020
H -1.527 -3.981 -3.654 0.2 -0.2 -0.2 0.083
H -0.505 -4.758 -2.375 -0.5 -0.1 -0.1 0.091
H 2.131 -4.340 -1.162 -0.2 0.0 -0.1 0.100
H 2.248 -2.734 -1.874 -0.2 -0.1 -0.1 0.068
H 3.465 -3.952 -2.222 -0.1 -0.2 -0.3 0.088